2 unconnected molecules or ions with the total composition C9H14 at a distorted geometry, computed with ωB97M-V/def2-TZVPD.

XYZ file:
```
23
Properties=species:S:1:pos:R:3:nbo_charge:R:1
C -0.046 3.045 -0.024 -0.634
C 0.815 1.898 -0.494 -0.008
C 1.215 0.978 0.469 -0.227
C 1.882 -0.193 0.127 -0.202
C 2.087 -0.460 -1.230 -0.225
C 1.548 0.390 -2.213 -0.195
C 0.988 1.594 -1.857 -0.226
H -1.090 2.797 -0.289 0.218
H 0.138 3.922 -0.648 0.223
H -0.056 3.066 1.060 0.222
H 1.248 1.214 1.541 0.209
H 2.270 -0.945 0.793 0.215
H 2.452 -1.429 -1.545 0.208
H 1.622 0.093 -3.267 0.211
H 0.575 2.185 -2.667 0.211
C -1.563 -2.000 0.566 -0.618
C -2.295 -2.537 1.848 -0.615
H -2.252 -1.907 -0.252 0.210
H -1.114 -1.090 0.949 0.216
H -0.845 -2.781 0.410 0.208
H -2.052 -1.897 2.714 0.197
H -2.144 -3.568 2.152 0.202
H -3.384 -2.374 1.858 0.200
```

Its molecular weight is 122.211 g mol⁻¹. Its HOMO-LUMO gap is 9.9 eV. The calculation puts the HOMO energy at -8.90 eV. Its spin multiplicity is 1.


A molecular structure, C50H77BN12O3PSSr at a distorted geometry, computed with ωB97M-V/def2-TZVPD.

XYZ file:
```
146
Properties=species:S:1:pos:R:3:lowdin_charge:R:1
Sr 1.002 0.536 -1.343 1.438
C -2.007 -5.444 1.182 -0.069
C -0.610 -4.971 1.621 -0.371
C 0.068 -6.037 2.485 -0.054
C -0.697 -3.654 2.337 -0.299
C -1.281 -3.349 3.576 0.033
C -1.151 -1.982 3.736 -0.195
C -1.776 -1.257 4.912 -0.337
C -0.771 -0.985 6.040 -0.040
C -2.583 -0.012 4.531 -0.039
N -0.478 -1.509 2.641 0.042
N -0.223 -2.558 1.774 0.073
B 0.113 -0.198 1.991 -0.501
N -0.415 1.241 2.380 0.031
N -1.198 1.838 1.394 0.102
C -1.390 3.092 1.769 -0.280
C -0.720 3.354 2.970 0.020
C -0.109 2.178 3.330 -0.197
C 0.692 2.002 4.604 -0.329
C 1.933 1.133 4.439 -0.058
C 1.116 3.364 5.162 -0.066
C -2.185 4.096 0.977 -0.361
C -2.945 3.458 -0.181 -0.084
C -1.248 5.207 0.480 -0.057
N 1.679 -0.179 1.936 0.008
N 2.121 0.696 0.997 0.004
C 3.445 0.690 1.064 -0.302
C 3.878 -0.218 2.039 0.037
C 2.717 -0.766 2.571 -0.251
C 2.621 -1.809 3.660 -0.339
C 2.921 -3.219 3.119 -0.049
C 3.605 -1.491 4.795 -0.050
C 4.238 1.604 0.171 -0.375
C 4.098 3.056 0.647 -0.051
C 5.701 1.183 0.097 -0.065
H -1.934 -6.253 0.445 0.082
H -2.569 -5.827 2.043 0.088
H -2.589 -4.619 0.750 0.054
H 0.005 -4.803 0.729 0.123
H -0.527 -6.237 3.382 0.084
H 0.173 -6.975 1.930 0.085
H 1.065 -5.714 2.804 0.071
H -1.775 -4.024 4.269 0.122
H -2.492 -1.979 5.302 0.127
H -0.059 -0.207 5.764 0.047
H -1.297 -0.659 6.943 0.089
H -0.209 -1.891 6.283 0.086
H -1.968 0.742 4.052 0.052
H -3.392 -0.273 3.838 0.078
H -3.036 0.427 5.426 0.089
H -0.195 -0.294 0.843 0.050
H -0.712 4.290 3.513 0.113
H 0.035 1.538 5.347 0.113
H 2.616 1.575 3.703 0.108
H 2.457 1.051 5.394 0.088
H 1.685 0.129 4.102 0.040
H 1.679 3.926 4.410 0.092
H 0.262 3.968 5.481 0.079
H 1.759 3.216 6.032 0.083
H -2.912 4.543 1.655 0.139
H -2.259 2.905 -0.825 0.055
H -3.702 2.759 0.192 0.074
H -3.443 4.223 -0.779 0.082
H -0.449 4.778 -0.135 0.078
H -1.798 5.934 -0.125 0.079
H -0.783 5.736 1.315 0.076
H 4.894 -0.455 2.328 0.121
H 1.608 -1.817 4.066 0.115
H 3.906 -3.234 2.638 0.084
H 2.927 -3.939 3.945 0.086
H 2.171 -3.533 2.392 0.044
H 4.636 -1.653 4.461 0.086
H 3.518 -0.456 5.136 0.054
H 3.422 -2.154 5.647 0.089
H 3.810 1.548 -0.842 0.112
H 4.556 3.171 1.633 0.087
H 4.597 3.742 -0.046 0.083
H 3.047 3.339 0.723 0.072
H 6.193 1.352 1.061 0.087
H 5.798 0.123 -0.157 0.071
H 6.230 1.769 -0.659 0.085
O 1.583 1.908 -2.955 -0.569
S 1.990 0.736 -3.756 0.409
O 3.421 0.583 -3.828 -0.275
O 1.285 -0.465 -3.273 -0.549
C 1.263 0.939 -5.338 -0.262
C 2.001 0.785 -6.500 -0.034
C 1.328 0.755 -7.711 -0.054
C -0.054 0.882 -7.734 -0.050
C -0.782 1.045 -6.559 -0.082
C -0.143 1.061 -5.325 -0.291
P -1.027 1.354 -3.694 1.117
C -2.684 0.617 -4.084 -0.378
C -2.815 -0.543 -4.853 -0.121
C -4.058 -1.139 -5.055 -0.091
C -5.195 -0.600 -4.467 -0.090
C -5.078 0.543 -3.680 -0.078
C -3.838 1.140 -3.491 -0.115
C -1.404 3.154 -3.991 -0.342
C -2.412 3.602 -4.849 -0.095
C -2.593 4.959 -5.084 -0.069
C -1.762 5.893 -4.473 -0.075
C -0.754 5.461 -3.626 -0.072
C -0.579 4.102 -3.385 -0.099
H 3.079 0.690 -6.442 0.121
H 1.878 0.624 -8.635 0.114
H -0.577 0.854 -8.683 0.113
H -1.857 1.154 -6.618 0.105
H -1.943 -0.959 -5.348 0.103
H -4.141 -2.010 -5.698 0.107
H -6.166 -1.055 -4.633 0.106
H -5.963 0.989 -3.238 0.109
H -3.770 2.046 -2.900 0.100
H -3.075 2.899 -5.336 0.099
H -3.382 5.288 -5.750 0.108
H -1.897 6.953 -4.668 0.109
H -0.100 6.182 -3.148 0.110
H 0.217 3.778 -2.728 0.083
N -2.928 -1.484 0.577 -0.035
N -2.902 -0.265 -0.205 -0.015
H -3.630 -1.448 1.305 0.102
H -2.030 -1.545 1.059 0.050
H -2.447 0.483 0.330 0.037
H -3.848 0.004 -0.419 0.077
N 3.812 -1.482 -1.681 0.018
C 4.524 -2.584 -1.377 -0.084
C 3.806 -3.278 -0.434 -0.056
C 2.647 -2.506 -0.229 -0.161
N 2.642 -1.414 -0.989 -0.043
H 3.999 -0.823 -2.420 0.109
H 5.479 -2.794 -1.837 0.124
H 4.083 -4.204 0.045 0.099
H 1.814 -2.672 0.447 0.076
N -2.919 -3.057 -1.640 0.153
C -1.636 -3.700 -2.067 -0.131
C -0.523 -2.664 -2.271 -0.224
N -0.417 -1.699 -1.176 -0.052
H -3.655 -3.749 -1.560 0.151
H -3.210 -2.386 -2.339 0.127
H -2.868 -2.517 -0.671 0.085
H -1.816 -4.255 -2.988 0.129
H -1.355 -4.406 -1.284 0.099
H -0.658 -2.129 -3.210 0.096
H 0.415 -3.215 -2.357 0.124
H -0.204 -2.151 -0.283 0.035
H -1.277 -1.147 -1.096 0.020
```

Its molecular weight is 1055.720 g mol⁻¹. Its HOMO-LUMO gap is 8.2 eV. The calculation puts the HOMO energy at -10.32 eV. Its spin multiplicity is 1. The net charge is +1.


8 unconnected molecules or ions with the total composition H16O8 at a distorted geometry, computed with ωB97M-V/def2-TZVPD.

XYZ file:
```
24
Properties=species:S:1:pos:R:3:nbo_charge:R:1
O -11.327 8.515 22.336 -0.952
H -12.137 8.239 21.896 0.490
H -11.526 9.429 22.609 0.492
O -10.546 5.083 21.987 -0.946
H -10.284 4.758 21.124 0.461
H -9.758 5.572 22.207 0.484
O -8.906 7.276 23.387 -0.960
H -8.299 7.983 23.401 0.466
H -9.610 7.680 22.862 0.486
O -5.838 6.810 21.596 -0.993
H -5.858 6.756 22.568 0.490
H -5.029 6.312 21.236 0.469
O -5.782 6.378 24.287 -0.969
H -6.070 7.296 24.293 0.474
H -6.599 6.044 24.621 0.491
O -7.908 4.719 24.771 -0.958
H -8.864 4.971 24.825 0.494
H -7.657 4.640 23.853 0.483
O -10.465 7.397 20.011 -0.955
H -10.823 7.883 20.787 0.470
H -10.878 6.553 20.044 0.460
O -6.597 8.924 24.043 -0.974
H -5.666 9.284 24.059 0.506
H -7.186 9.579 23.673 0.491
```

Its molecular weight is 144.120 g mol⁻¹. Its HOMO-LUMO gap is 10.3 eV. The calculation puts the HOMO energy at -10.41 eV. Its spin multiplicity is 1.